No. 1
DFT (wB97M-V/def2-TZVPD) results for an isolated ion of composition C2H6N5 and charge +1 in a non-equilibrium geometry.

Last column: natural (NBO) charge in e.
Cartesian coordinates (Å):
C: -0.997 -0.012 -0.761  -0.6601
C: 0.485 0.223 -0.760  0.3259
N: 1.138 0.129 0.743  -0.6994
N: 0.892 1.483 -1.368  -0.1374
N: 1.585 1.260 -2.326  0.0638
N: 1.812 -0.187 -2.446  0.0584
N: 1.228 -0.757 -1.562  -0.1370
H: -1.514 0.774 -0.218  0.2606
H: -1.227 -0.995 -0.354  0.2585
H: -1.348 0.009 -1.794  0.2858
H: 0.692 0.854 1.322  0.4597
H: 2.150 0.296 0.698  0.4596
H: 0.948 -0.805 1.124  0.4616

Values from the calculation:
Structure (SMILES): CC1([NH3+])N=NN=N1
ΔE to the lowest compared entry with this formula, charge and spin (kJ/mol): 327.7
Total charge: +1
HOMO (hartree): -0.5593
Largest force on an atom (hartree/bohr): 0.0447
Electronic energy (eV): -9611.619

No. 2
DFT (wB97M-V/def2-TZVPD) results for an isolated ion of composition C2H6N5 and charge +1 in a non-equilibrium geometry.

Last column: natural (NBO) charge in e.
Cartesian coordinates (Å):
N: -2.008 0.140 -1.016  -0.7272
C: -0.935 0.044 -0.280  0.6421
N: -0.931 -1.042 0.574  -0.3586
N: 0.165 -1.597 0.870  0.1749
N: 1.265 -0.989 0.687  -0.3298
C: 1.396 0.472 0.477  -0.0617
N: 0.171 0.916 -0.263  -0.5782
H: -2.701 -0.572 -0.599  0.4571
H: -2.489 0.847 -1.607  0.4635
H: 2.138 -1.331 1.065  0.4250
H: 2.157 0.586 -0.231  0.2275
H: 1.608 0.948 1.414  0.2258
H: 0.164 1.578 -1.091  0.4395

Values from the calculation:
Structure (SMILES): [NH2+]=C1N=NNCN1
ΔE to the lowest compared entry with this formula, charge and spin (kJ/mol): 207.2
Total charge: +1
HOMO (hartree): -0.5299
Largest force on an atom (hartree/bohr): 0.0876
Electronic energy (eV): -9612.868

No. 3
DFT (wB97M-V/def2-TZVPD) results for an isolated ion of composition C2H6N5 and charge +1 in a non-equilibrium geometry.

Last column: natural (NBO) charge in e.
Cartesian coordinates (Å):
C: -0.024 -0.395 0.548  0.5946
C: 0.878 -0.928 -1.587  -0.4152
N: -0.964 2.083 2.091  -0.0775
N: -1.622 0.658 1.903  -0.3577
N: -0.008 2.402 1.583  -0.0484
N: -0.997 -0.206 1.247  -0.1061
N: 0.904 -1.006 -0.144  -0.5562
H: 1.115 0.114 -1.893  0.2356
H: -0.049 -1.421 -2.013  0.2280
H: 1.631 -1.461 -1.961  0.2241
H: -1.634 2.625 2.738  0.3959
H: -2.450 0.337 2.423  0.4195
H: 1.550 -1.781 0.244  0.4634

Values from the calculation:
ΔE to the lowest compared entry with this formula, charge and spin (kJ/mol): 536.1
Total charge: +1
HOMO (hartree): -0.5127
Largest force on an atom (hartree/bohr): 0.0817
Electronic energy (eV): -9609.460

No. 4
DFT (wB97M-V/def2-TZVPD) results for one molecule with the formula C2H6N6 in a non-equilibrium geometry.

Last column: natural (NBO) charge in e.
Cartesian coordinates (Å):
H: 2.406 -1.269 -1.055  0.3521
N: 1.936 -1.191 -0.164  -0.7550
C: 0.845 -0.562 -0.259  0.5575
N: 0.320 -0.076 -1.455  -0.4982
N: -0.615 0.939 -1.278  -0.4412
C: -1.045 0.637 0.099  0.5292
N: -2.090 1.040 0.738  -0.6730
H: -2.507 1.709 0.009  0.3276
N: -0.052 -0.081 0.739  -0.3005
N: 0.034 -0.434 2.111  -0.6027
H: 0.903 0.120 -2.370  0.3998
H: -1.423 0.649 -1.832  0.3673
H: 0.369 -1.486 2.107  0.3706
H: 0.918 0.004 2.610  0.3664

Values from the calculation:
Structure (SMILES): [H]/N=c1\[nH][nH]/c(=N\[H])n1N
ΔE to the lowest compared entry with this formula, charge and spin (kJ/mol): 109.7
Total charge: 0
HOMO (hartree): -0.3282
Largest force on an atom (hartree/bohr): 0.0840
Electronic energy (eV): -11109.162

No. 5
DFT (wB97M-V/def2-TZVPD) results for one molecule with the formula C2H6NO in a non-equilibrium geometry.

Last column: Mulliken spin population.
Cartesian coordinates (Å):
C: 0.574 -1.098 -0.124  -0.0168
N: -0.372 -0.093 -0.651  0.2950
C: -0.648 0.983 0.375  -0.0659
O: 0.501 1.690 0.416  0.7753
H: 0.739 -1.077 0.954  -0.0004
H: 1.591 -0.871 -0.466  -0.0024
H: 0.141 -2.042 -0.460  0.0139
H: -0.086 0.525 -1.403  -0.0144
H: -0.903 0.454 1.307  0.0126
H: -1.539 1.530 0.052  0.0032

Values from the calculation:
Spin multiplicity: 2
ΔE to the lowest compared entry with this formula, charge and spin (kJ/mol): 73.3
Total charge: 0
HOMO (spin up / spin down) (hartree): -0.3707 / -0.3660
Largest force on an atom (hartree/bohr): 0.0538
Electronic energy (eV): -5705.939
<S²>: 0.7579

No. 6
DFT (wB97M-V/def2-TZVPD) results for a 2-piece molecular cluster, C2H6NO2 overall in a non-equilibrium geometry.

Last column: natural (NBO) charge in e.
Cartesian coordinates (Å):
C: -1.250 -0.067 -2.361  -0.2392
O: -0.661 0.984 -1.648  -0.8019
H: -2.323 -0.029 -2.166  0.1467
H: -0.901 -1.032 -1.976  0.1593
H: -1.025 -0.007 -3.434  0.1345
C: 0.371 -0.213 1.644  0.4791
N: 0.849 0.059 0.431  -0.9945
O: 0.926 -0.754 2.622  -0.7645
H: -0.692 0.079 1.776  0.0440
H: 0.073 0.662 -1.044  0.5197
H: 1.510 -0.688 0.206  0.3169

Values from the calculation:
ΔE to the lowest compared entry with this formula, charge and spin (kJ/mol): 140.6
Total charge: -1
HOMO (hartree): -0.1318
Largest force on an atom (hartree/bohr): 0.0243
Electronic energy (eV): -7756.810

No. 7
DFT (wB97M-V/def2-TZVPD) results for a 2-piece molecular cluster, C2H6NO2 overall in a non-equilibrium geometry.

Last column: natural (NBO) charge in e.
Cartesian coordinates (Å):
C: -0.283 -2.061 0.869  -0.2412
O: -0.177 -1.276 -0.330  -0.7896
H: -0.805 -3.032 0.595  0.1418
H: 0.664 -2.159 1.254  0.1517
H: -1.058 -1.813 1.654  0.1398
C: 0.117 2.081 -0.513  0.4185
N: 1.141 1.798 -1.297  -0.8903
O: -0.760 1.179 -0.115  -0.8201
H: -0.221 3.015 -0.134  0.0696
H: -0.176 -0.295 -0.241  0.5145
H: 1.556 2.563 -1.743  0.3054

Values from the calculation:
ΔE to the lowest compared entry with this formula, charge and spin (kJ/mol): 211.6
Total charge: -1
HOMO (hartree): -0.1333
Largest force on an atom (hartree/bohr): 0.0830
Electronic energy (eV): -7756.074

No. 8
DFT (wB97M-V/def2-TZVPD) results for a 2-piece molecular cluster, C2H6NO2 overall in a non-equilibrium geometry.

Last column: Mulliken spin population.
Cartesian coordinates (Å):
C: -1.870 0.832 0.364  0.0028
O: -1.505 0.018 -0.697  0.0126
H: -1.713 0.492 1.411  -0.0015
H: -1.408 1.761 0.320  0.0002
H: -2.938 1.067 0.368  0.0002
C: 2.212 -0.548 -0.041  -0.1614
N: 1.060 -0.852 -0.655  0.7036
O: 3.296 -1.210 0.004  0.4776
H: 2.187 0.525 0.481  -0.0082
H: -0.469 -0.266 -0.535  -0.0040
H: 1.149 -1.818 -1.021  -0.0222

Values from the calculation:
Spin multiplicity: 2
ΔE to the lowest compared entry with this formula, charge and spin (kJ/mol): 158.9
Total charge: 0
HOMO (spin up / spin down) (hartree): -0.3565 / -0.3551
Largest force on an atom (hartree/bohr): 0.0724
Electronic energy (eV): -7752.971
<S²>: 0.7881